# 1
{
  "formula": "C5H14BrFNO3PSSb",
  "method": "the ωB97M-V functional and the def2-TZVPD basis",
  "symbols": ["C", "C", "C", "Br", "Sb", "N", "C", "C", "O", "F", "P", "O", "O", "S", "H", "H", "H", "H", "H", "H", "H", "H", "H", "H", "H", "H", "H", "H"],
  "positions_angstrom": [[-1.20013, -2.62807, 1.16358], [-0.47371, -2.44886, -0.22254], [-1.14295, -1.25575, -0.99233], [-1.10592, -1.49456, -2.95530], [-0.40347, 0.72409, -0.27736], [-2.38954, 1.27275, 0.25862], [0.31860, 2.64635, 0.59556], [1.17281, 2.50380, 1.84743], [2.13709, 3.13023, 2.00897], [0.80962, 1.66593, 2.85502], [1.97621, 0.27995, -1.04010], [2.15417, -0.88479, -2.20109], [2.50991, 1.66782, -1.77262], [3.13120, -0.17613, 0.46538], [-0.48559, -2.46907, 1.99080], [-2.00517, -1.88989, 1.29778], [-1.57912, -3.65790, 1.29736], [0.59437, -2.26706, -0.01692], [-0.67834, -3.35239, -0.81773], [-2.20937, -1.30453, -0.71247], [-0.13655, -0.01923, 1.28036], [-0.70948, 1.47112, -1.83836], [-2.88247, 1.29796, -0.63937], [-2.79116, 0.45716, 0.72960], [0.84905, 3.28475, -0.12198], [-0.59606, 3.16764, 0.93854], [1.89310, -1.75542, -1.86780], [3.24291, 2.03408, -1.25302]],
  "atomic_forces_ev_per_a": [[0.75, -0.10, 0.12], [-1.28, 0.42, 0.08], [0.12, -0.95, 0.63], [-0.01, 0.01, 0.37], [-1.53, 0.79, 0.17], [-0.04, -0.44, -0.17], [-0.25, -0.32, 1.29], [-1.54, -0.32, -1.60], [2.75, 1.52, 0.72], [-0.76, -0.12, -0.43], [1.34, -0.43, -0.06], [-0.05, 0.97, -0.15], [-0.35, -0.92, -0.03], [0.10, 0.10, 0.23], [-0.31, 0.07, -0.34], [0.16, -0.40, -0.03], [-0.08, 0.51, -0.21], [-0.25, -0.25, -0.39], [0.64, 0.18, 0.19], [0.37, 0.17, -0.50], [0.06, -0.11, -0.29], [0.11, -0.01, 0.08], [0.04, 0.10, 0.22], [-0.01, 0.28, 0.06], [-0.01, -0.26, 0.35], [0.14, -0.47, -0.39], [0.01, 0.28, 0.07], [-0.10, -0.29, -0.02]],
  "nbo_charge": [-0.6124, -0.4695, -0.6028, -0.0702, 1.3328, -1.2573, -0.9112, 0.8793, -0.5781, -0.3584, 1.3416, -1.0009, -1.0014, -0.7233, 0.2205, 0.2036, 0.1987, 0.2107, 0.2064, 0.1982, -0.1840, -0.2156, 0.3436, 0.3355, 0.2416, 0.2598, 0.5044, 0.5084],
  "e_above_lowest_kj_mol": 39.79,
  "total_charge": -1,
  "homo_ha": -0.175,
  "gap_ev": 7.704,
  "spin_multiplicity": 1,
  "largest_force_ev_per_a": 3.227
}



# 2
{
  "formula": "C32H64NO22S2",
  "method": "the ωB97M-V functional and the def2-TZVPD basis",
  "symbols": ["C", "C", "C", "C", "O", "C", "C", "C", "N", "O", "C", "C", "C", "C", "S", "C", "C", "S", "C", "O", "O", "H", "H", "H", "H", "H", "H", "H", "H", "H", "H", "H", "H", "H", "H", "H", "H", "H", "H", "H", "H", "H", "H", "H", "H", "H", "H", "H", "H", "C", "O", "C", "O", "O", "C", "H", "H", "H", "H", "H", "H", "C", "O", "C", "O", "O", "C", "H", "H", "H", "H", "H", "H", "C", "O", "C", "O", "O", "C", "H", "H", "H", "H", "H", "H", "C", "O", "C", "O", "O", "C", "H", "H", "H", "H", "H", "H", "C", "O", "C", "O", "O", "C", "H", "H", "H", "H", "H", "H", "C", "O", "C", "O", "O", "C", "H", "H", "H", "H", "H", "H"],
  "positions_angstrom": [[-1.35765, 1.64634, 4.46593], [-1.04413, 1.03309, 3.09120], [-0.56436, 2.08802, 2.06630], [-1.26025, 1.91996, 0.71958], [-1.38809, 3.11944, -0.04446], [-0.17597, 3.65934, -0.41440], [0.61454, 2.84265, -1.47453], [1.06974, 3.83885, -2.45037], [0.61568, 5.00571, -2.17545], [0.93069, 6.10788, -2.91485], [2.17514, 6.75737, -2.49776], [3.28079, 6.55528, -3.52617], [-0.37084, 5.03509, -1.08790], [-0.33139, 6.26946, -0.21906], [1.08479, 6.23463, 0.92231], [1.49728, 7.99132, 1.07802], [2.43809, 8.15151, 2.28118], [-1.97109, 5.05071, -2.07508], [-3.29811, 5.18980, -0.91674], [-2.02067, 3.78743, -2.75496], [-1.93781, 6.23294, -2.88233], [-1.59849, 2.70567, 4.37860], [-2.23996, 1.17342, 4.89028], [-0.52515, 1.56035, 5.15752], [-0.25596, 0.29435, 3.21184], [-1.92327, 0.51540, 2.71165], [0.51241, 1.95303, 1.94060], [-0.71749, 3.09706, 2.44679], [-0.75963, 1.13251, 0.14880], [-2.27689, 1.57234, 0.88623], [0.50114, 3.82324, 0.42764], [1.52365, 2.43451, -1.01033], [0.13389, 1.95698, -1.88417], [1.72867, 3.65455, -3.28523], [1.93717, 7.80926, -2.36657], [2.46919, 6.36439, -1.52862], [4.20161, 6.27538, -3.01798], [3.03878, 5.73730, -4.20083], [3.46797, 7.44974, -4.10876], [-0.25035, 7.14409, -0.86516], [-1.25169, 6.36922, 0.34709], [0.59271, 8.58200, 1.19006], [1.99791, 8.31852, 0.16915], [2.16602, 9.01565, 2.87658], [2.36978, 7.28455, 2.93735], [3.47050, 8.21903, 1.95483], [-4.11684, 4.59721, -1.31169], [-3.01458, 4.82416, 0.06477], [-3.57690, 6.23853, -0.86703], [1.29580, 0.33460, -4.23771], [1.78504, -0.23956, -3.02539], [3.09923, -0.49879, -3.03304], [3.84661, -0.26312, -3.94306], [3.41685, -1.04542, -1.86833], [4.80261, -1.40260, -1.73478], [0.22981, 0.49218, -4.09506], [1.78727, 1.28817, -4.43638], [1.43973, -0.33277, -5.08375], [5.43467, -0.52144, -1.82142], [5.08490, -2.13791, -2.48342], [4.91082, -1.83828, -0.74731], [9.16020, -5.35961, -2.41157], [8.32856, -6.09501, -1.50901], [7.26692, -5.43111, -1.07021], [6.96774, -4.30188, -1.36618], [6.58843, -6.22570, -0.24805], [5.40860, -5.64161, 0.30575], [9.97385, -6.02648, -2.67745], [8.60411, -5.08154, -3.30434], [9.55586, -4.46894, -1.92811], [4.70609, -5.37458, -0.48171], [5.65749, -4.76188, 0.89657], [4.97105, -6.40122, 0.94550], [-4.41082, 0.63576, -1.27677], [-5.47256, -0.31361, -1.26389], [-5.79509, -0.73123, -0.03739], [-5.25964, -0.37447, 0.98083], [-6.78590, -1.60337, -0.14036], [-7.22678, -2.15666, 1.10676], [-4.22662, 0.89003, -2.31623], [-4.68997, 1.53345, -0.72619], [-3.51151, 0.20062, -0.84264], [-7.59864, -1.37323, 1.76343], [-6.41932, -2.70068, 1.59110], [-8.02995, -2.84443, 0.86423], [0.92704, -3.64228, -4.50875], [0.10802, -4.32972, -3.56262], [-0.91319, -3.60236, -3.11438], [-1.15631, -2.46428, -3.42627], [-1.61066, -4.34138, -2.25897], [-2.74618, -3.68055, -1.69330], [1.72844, -4.31934, -4.78686], [0.35212, -3.37802, -5.39434], [1.34155, -2.74446, -4.05224], [-3.45124, -3.39376, -2.47080], [-2.43702, -2.80133, -1.13106], [-3.20714, -4.40019, -1.02406], [-6.94212, -8.20947, 3.35175], [-6.94924, -8.44730, 1.94125], [-6.81843, -7.35450, 1.19817], [-6.69723, -6.22965, 1.60989], [-6.84431, -7.71564, -0.08232], [-6.71978, -6.63218, -1.00476], [-7.05616, -9.18242, 3.81872], [-6.00035, -7.76002, 3.65960], [-7.77088, -7.56439, 3.63560], [-5.77052, -6.11782, -0.86575], [-7.54161, -5.92891, -0.88574], [-6.75653, -7.07610, -1.99453], [4.32245, -0.41772, 4.69781], [3.98584, -1.41828, 5.65802], [2.70357, -1.43087, 6.01583], [1.84924, -0.69156, 5.59865], [2.53111, -2.39641, 6.90882], [1.19014, -2.52806, 7.39161], [5.38557, -0.53012, 4.50912], [3.76565, -0.56948, 3.77447], [4.12148, 0.57650, 5.09245], [0.51093, -2.76417, 6.57517], [0.87077, -1.61417, 7.88778], [1.20894, -3.34654, 8.10373]],
  "atomic_forces_ev_per_a": [[-0.24, 0.02, -0.22], [0.26, 0.47, 0.16], [0.24, -0.38, -0.09], [-0.21, -0.43, 0.55], [0.02, 0.05, 0.20], [0.53, 0.19, -0.75], [0.80, -0.41, 0.72], [-0.54, -0.17, 0.11], [1.09, 0.10, -0.24], [-0.45, -0.12, 0.17], [0.52, 0.00, 0.07], [0.02, -0.20, 0.24], [-1.32, 0.16, -0.02], [0.62, 0.31, -0.12], [-0.04, -0.18, 0.03], [0.21, 0.11, 0.01], [-0.17, -0.34, -0.07], [-0.30, -0.25, -0.61], [-0.02, 0.28, 0.35], [0.18, -0.27, 0.14], [0.12, 0.38, 0.24], [-0.04, 0.07, -0.04], [0.10, -0.13, 0.24], [0.06, -0.09, 0.07], [-0.08, -0.23, -0.01], [-0.08, -0.02, -0.06], [0.09, 0.23, -0.02], [-0.18, 0.10, 0.01], [0.02, 0.07, -0.27], [-0.15, 0.17, -0.09], [-0.15, -0.11, 0.24], [0.02, -0.05, -0.09], [-0.38, 0.24, -0.29], [0.06, 0.23, -0.13], [-0.22, 0.02, -0.08], [-0.15, -0.12, 0.12], [0.10, 0.10, -0.02], [-0.08, 0.02, -0.12], [-0.05, 0.03, -0.14], [-0.04, 0.03, -0.04], [-0.14, -0.13, 0.02], [-0.15, -0.10, 0.09], [-0.06, 0.06, -0.11], [0.11, 0.19, -0.04], [-0.03, 0.00, 0.10], [0.10, 0.15, 0.04], [-0.01, -0.10, -0.12], [0.04, -0.18, -0.05], [-0.01, 0.04, -0.05], [-0.28, 0.13, -0.06], [-0.13, 0.09, 0.04], [0.03, -0.06, 0.07], [0.05, 0.05, -0.08], [-0.01, 0.01, 0.08], [0.19, -0.12, 0.09], [-0.01, -0.09, 0.09], [0.10, -0.07, -0.08], [0.12, 0.00, 0.00], [-0.02, 0.01, -0.08], [0.00, 0.03, -0.05], [-0.09, 0.00, 0.01], [0.13, -0.01, -0.08], [0.05, -0.03, -0.02], [0.04, -0.09, 0.01], [-0.09, 0.17, -0.02], [-0.03, -0.03, 0.04], [-0.11, -0.03, 0.08], [-0.02, -0.05, 0.04], [-0.03, 0.05, 0.02], [-0.05, 0.04, 0.00], [0.02, 0.05, -0.02], [0.01, 0.04, -0.04], [0.05, -0.04, -0.01], [0.18, 0.12, -0.16], [0.00, 0.05, -0.03], [-0.03, -0.10, -0.04], [0.05, 0.05, 0.09], [-0.04, -0.03, -0.02], [-0.12, -0.15, 0.12], [-0.08, -0.08, -0.04], [0.01, -0.02, 0.08], [0.01, 0.04, 0.04], [0.07, 0.04, 0.00], [0.03, 0.04, 0.02], [0.01, 0.01, -0.09], [0.19, 0.07, -0.10], [-0.04, -0.01, -0.04], [0.06, -0.08, 0.07], [-0.03, 0.13, -0.02], [-0.03, -0.03, 0.03], [-0.13, -0.03, 0.08], [-0.05, -0.10, 0.10], [-0.04, 0.05, 0.03], [-0.01, 0.03, -0.05], [0.03, 0.06, -0.02], [0.01, 0.04, -0.04], [0.05, -0.04, 0.00], [-0.01, -0.07, 0.13], [0.00, -0.05, 0.03], [-0.02, -0.09, -0.04], [0.02, 0.16, 0.03], [0.00, -0.01, -0.05], [0.00, 0.02, -0.14], [0.00, -0.03, -0.06], [-0.01, 0.06, -0.02], [0.02, 0.06, -0.02], [-0.02, 0.03, 0.04], [0.02, 0.03, 0.05], [0.00, -0.06, 0.02], [0.11, 0.05, -0.07], [0.06, -0.01, -0.02], [0.04, -0.06, 0.06], [-0.09, 0.11, -0.10], [0.00, -0.05, 0.04], [-0.09, -0.08, 0.10], [0.01, -0.05, 0.04], [-0.05, 0.03, 0.02], [-0.06, 0.00, -0.01], [0.00, 0.06, -0.03], [-0.01, 0.04, -0.05], [0.07, -0.01, -0.01]],
  "lowdin_charge": [-0.0888, -0.2231, -0.1702, -0.1679, -0.1112, -0.3061, -0.0231, 0.1100, -0.0369, -0.0243, -0.1785, -0.0403, -0.3856, -0.3883, 0.9265, -0.5094, -0.1516, 0.6984, -0.1050, -0.2676, -0.2659, 0.0639, 0.0713, 0.0687, 0.1023, 0.1005, 0.1122, 0.1106, 0.1338, 0.1208, 0.1070, 0.1550, 0.1388, 0.1698, 0.1251, 0.0915, 0.0832, 0.0784, 0.0825, 0.1001, 0.0915, 0.0816, 0.0601, 0.0771, 0.0534, 0.0745, 0.0839, 0.0694, 0.0809, -0.0451, -0.0265, -0.6398, 0.1352, 0.0040, -0.0203, 0.0964, 0.0847, 0.1010, 0.0991, 0.0985, 0.0926, -0.0329, 0.0128, -0.6276, 0.1078, 0.0114, -0.0376, 0.0954, 0.0973, 0.0971, 0.0951, 0.0945, 0.0950, -0.0457, 0.0084, -0.6298, 0.1148, 0.0116, -0.0229, 0.0984, 0.0932, 0.0847, 0.0980, 0.0985, 0.0953, -0.0273, 0.0164, -0.6224, 0.1128, 0.0133, -0.0319, 0.0995, 0.1025, 0.0781, 0.1002, 0.0923, 0.0911, -0.0346, 0.0105, -0.6292, 0.1122, 0.0100, -0.0351, 0.0948, 0.0967, 0.0975, 0.0875, 0.0962, 0.0954, -0.0422, 0.0094, -0.6289, 0.1090, 0.0123, -0.0316, 0.0942, 0.0928, 0.0964, 0.0970, 0.0978, 0.0955],
  "total_charge": 1,
  "homo_ha": -0.443,
  "gap_ev": 8.224,
  "spin_multiplicity": 1,
  "largest_force_ev_per_a": 1.326
}



# 3
{
  "formula": "C2O4Pr",
  "method": "the ωB97M-V functional and the def2-TZVPD basis",
  "symbols": ["O", "C", "O", "O", "C", "O", "Pr"],
  "positions_angstrom": [[-2.36554, 1.52729, -0.18102], [-2.88732, 2.18218, 0.58714], [1.76197, -2.07560, 0.42557], [1.16035, -0.08217, -0.61686], [1.62837, -0.80225, 0.20597], [1.77487, -0.92934, 1.48709], [-1.07270, 0.17988, -1.90790]],
  "atomic_forces_ev_per_a": [[1.69, -1.99, -2.39], [-1.29, 1.56, 1.85], [0.56, 0.25, -0.49], [-2.70, 2.35, -3.35], [-0.24, -3.29, 3.34], [0.54, 0.72, -0.39], [1.44, 0.40, 1.43]],
  "mulliken_spin": [-0.0021, -0.0014, -0.0026, -0.0180, 0.0005, -0.0043, 2.0279],
  "total_charge": 3,
  "homo_ha": [-0.900, -0.900],
  "gap_ev": [4.093, 5.609],
  "spin_multiplicity": 3,
  "largest_force_ev_per_a": 4.900
}



# 4
{
  "formula": "H3NO3S",
  "method": "the ωB97M-V functional and the def2-TZVPD basis",
  "symbols": ["N", "O", "O", "O", "S", "H", "H", "H"],
  "positions_angstrom": [[-0.20074, 0.15219, -0.62736], [1.44570, -0.16998, 1.63687], [2.03733, -1.40038, 1.63009], [1.96065, -1.07877, -0.74569], [1.48285, 0.21794, -0.42326], [-0.50222, -0.65342, -1.15679], [-0.65287, 1.00039, -0.92463], [0.49886, -0.33589, 1.82032]],
  "atomic_forces_ev_per_a": [[0.56, 0.01, 0.35], [-0.10, 0.44, -0.26], [0.11, -0.65, 0.39], [0.73, -1.10, -0.37], [-1.54, 1.17, 0.16], [0.08, -0.19, -0.01], [0.07, 0.30, -0.07], [0.10, 0.03, -0.19]],
  "nbo_charge": [-1.0706, -0.4102, -0.4624, -0.7983, 1.4495, 0.4104, 0.3973, 0.4843],
  "e_above_lowest_kj_mol": 533.62,
  "homo_ha": [-0.306, -0.308],
  "gap_ev": [7.958, 7.989],
  "spin_multiplicity": 1,
  "largest_force_ev_per_a": 1.939
}



# 5
{
  "formula": "C9H19CsNO",
  "method": "the ωB97M-V functional and the def2-TZVPD basis",
  "symbols": ["Cs", "C", "C", "C", "C", "C", "C", "N", "O", "C", "C", "C", "H", "H", "H", "H", "H", "H", "H", "H", "H", "H", "H", "H", "H", "H", "H", "H", "H", "H", "H"],
  "positions_angstrom": [[25.18590, 31.05032, 24.32916], [28.41585, 35.01730, 18.48631], [27.48339, 33.80643, 18.26952], [28.29635, 32.82021, 17.33681], [27.67404, 31.42479, 17.19339], [27.66044, 30.79423, 18.55480], [26.82590, 31.66133, 19.57103], [27.26437, 33.09500, 19.52032], [26.64142, 33.91667, 20.39384], [25.30421, 31.47774, 19.25787], [27.15005, 31.13753, 20.95664], [26.23504, 34.24210, 17.50123], [27.96305, 35.74780, 19.15671], [28.82596, 35.42921, 17.56422], [29.30260, 34.66342, 19.01218], [28.22678, 33.27638, 16.34930], [29.36032, 32.80284, 17.57294], [28.31996, 30.75987, 16.62000], [26.69026, 31.57957, 16.75031], [28.67360, 30.58838, 18.90012], [27.14111, 29.83981, 18.46832], [24.58021, 32.05996, 19.82791], [25.11097, 31.85363, 18.25315], [25.09472, 30.40879, 19.21819], [26.98502, 30.06120, 21.00535], [28.16778, 31.26296, 21.32622], [26.45962, 31.54865, 21.69311], [26.41199, 35.03824, 16.77807], [25.66801, 34.79649, 18.24905], [25.53977, 33.49815, 17.11235], [27.35504, 33.97041, 21.03373]],
  "atomic_forces_ev_per_a": [[-0.16, -0.10, 0.32], [0.15, -0.41, 1.36], [2.99, -1.35, -2.78], [-0.51, 0.20, -0.85], [1.06, 0.84, 0.55], [-1.43, 0.42, 0.28], [1.09, -1.34, 0.25], [-2.61, 0.06, -2.47], [0.57, -0.53, 0.65], [0.35, 1.02, -1.05], [-0.47, -0.36, 1.05], [-1.66, 1.02, 1.63], [-0.08, 0.36, -0.50], [-0.66, 0.04, -0.08], [0.14, -0.11, 0.13], [0.21, 0.22, 0.01], [-0.05, -0.14, 0.36], [-0.29, 0.37, -0.68], [0.03, -0.64, -0.09], [-0.01, 0.24, 0.18], [0.04, -0.13, 0.38], [0.35, -0.25, 0.68], [0.13, -0.27, -0.13], [-0.01, 0.11, 0.38], [-0.08, -0.07, -0.38], [0.13, 0.35, -0.36], [0.00, 0.31, 0.07], [0.68, -0.50, -0.24], [-0.50, 0.06, 0.09], [0.58, -0.18, -0.13], [-0.01, 0.78, 1.36]],
  "mulliken_spin": [0.0000, 0.0397, -0.0015, 0.0128, -0.0067, 0.0107, 0.0161, 0.6743, 0.0773, 0.0714, 0.0194, 0.0929, -0.0003, 0.0009, -0.0050, -0.0026, -0.0020, 0.0009, 0.0008, -0.0024, -0.0011, -0.0010, -0.0039, 0.0048, -0.0002, -0.0060, 0.0010, 0.0021, -0.0029, -0.0024, 0.0128],
  "e_above_lowest_kj_mol": 0.00,
  "total_charge": 2,
  "homo_ha": [-0.636, -0.636],
  "gap_ev": [10.932, 7.579],
  "spin_multiplicity": 2,
  "largest_force_ev_per_a": 4.304
}



| no. | molar mass (Da) |
| --- | --- |
| 1 | 419.87 |
| 2 | 878.98 |
| 3 | 228.93 |
| 4 | 97.09 |
| 5 | 290.16 |